(1)
Computed, not measured: a cluster of 2 separate species, C8H9NOS in total, with ωB97M-V/def2-TZVPD.

Computed properties:
2S+1 = 1
HOMO-LUMO gap = 7.3 eV
highest occupied orbital energy = -8.09 eV

Structure (XYZ):
```
20
Properties=species:S:1:pos:R:3:forces:R:3
C 3.022457 -0.756685 2.062090 1.378 -1.592 0.140
C 2.066565 0.524091 3.437718 0.508 0.774 -0.622
C 2.500339 0.217841 1.255522 0.450 -0.942 4.152
C 0.601204 1.164010 -0.548650 2.795 -4.957 0.050
C 2.522327 0.332652 -0.118812 -5.379 2.670 -0.855
C -0.267557 0.242787 -0.958294 1.480 0.135 -1.312
C -1.651225 0.546318 -1.475236 -0.253 -0.477 4.690
C 0.019571 -1.250673 -0.987962 0.124 -0.220 0.691
N 2.813455 -0.554448 3.409987 -1.285 0.997 -0.135
O 1.832983 1.035186 2.194431 -0.190 0.423 -0.335
S 3.381573 -0.213700 -1.287458 1.280 -0.588 -1.070
H 3.560306 -1.691370 1.795661 -0.418 1.076 -0.167
H 1.704266 1.181971 4.310303 0.612 -1.485 -1.591
H 0.598915 2.175468 -0.497461 -0.244 2.828 0.175
H -1.841882 0.024647 -2.360229 -0.666 -0.890 -1.163
H -1.828771 1.579332 -1.546767 -0.182 1.373 -0.439
H -2.290914 0.221541 -0.511276 0.644 0.307 -2.570
H -0.968372 -1.653968 -0.726841 0.549 -0.557 1.304
H 0.125517 -1.865035 -1.878558 0.311 1.090 -1.188
H 0.957592 -1.523259 -0.436716 -1.513 0.032 0.244
```
Forces are in eV/Å.


(2)
Computed, not measured: the molecule C8H9NOS2, with ωB97M-V/def2-TZVPD.

Computed properties:
2S+1 = 1
HOMO-LUMO gap = 9.6 eV
highest occupied orbital energy = -9.03 eV
SMILES string = C[C@]1(c2cccs2)NC(=O)CS1

Structure (XYZ):
```
21
Properties=species:S:1:pos:R:3:forces:R:3
C 0.154156 -2.417189 -0.501284 -1.647 0.621 -0.297
C 0.425460 -0.869919 -0.105199 0.607 -0.669 -2.409
C -0.805390 -0.017540 0.116176 -0.855 -0.349 0.161
C -1.241243 0.634317 1.262807 0.331 -0.863 -1.586
C -2.471705 1.287190 1.058596 0.623 -0.148 -1.650
C -2.915549 1.200425 -0.223497 -1.339 0.037 0.357
S -1.985682 0.164817 -1.194097 0.991 0.125 0.752
N 1.283365 -0.194355 -1.297752 -1.420 -0.781 2.683
C 2.031529 0.832594 -0.780750 1.180 0.039 -2.537
O 2.511004 1.655754 -1.568229 -0.493 -0.381 1.961
C 2.374448 0.652430 0.699334 1.710 2.998 -0.159
S 1.532740 -0.718670 1.383048 -0.607 -1.229 -0.727
H 0.955689 -3.100046 -0.364471 1.241 -0.006 0.752
H -0.058791 -2.637634 -1.576003 -0.105 1.123 0.506
H -0.723048 -2.878815 0.023347 0.692 0.832 -0.097
H -0.698648 0.617506 2.176520 0.322 -0.016 0.486
H -2.984486 1.903837 1.714489 -0.681 0.867 1.491
H -3.869365 1.644053 -0.531117 0.604 -0.312 -0.255
H 0.871773 0.052604 -2.218311 0.038 -0.515 1.069
H 3.524043 0.541812 0.705601 -1.831 0.179 0.263
H 2.089695 1.646838 1.220794 0.641 -1.552 -0.764
```
Forces are in eV/Å.


Calculated values (kcal/mol) of energy relative to the best compared isomer or geometry (same formula, charge and spin) for the records, taken in order: 127.67 0.00.
Calculated values (Eh/bohr) of max |F| for the records, taken in order: 0.118 0.067.